1.
The following is a quantum chemistry calculation of a structure of composition C26H32CrNO6 in a non-equilibrium geometry, from the OMol25 dataset.

Its spin multiplicity is 4. The energy above the lowest of the compared OMol25 structures with the same formula, charge and spin comes out at 158.5 kJ/mol. The value obtained for the orbital gap (spin up / spin down) is 0.2142 / 0.2848 Ha. The value obtained for the highest occupied orbital energy (spin up / spin down) is -0.2861 / -0.3009 hartree. The calculation puts the total energy at -69670.08142 eV. The charge is 0. The largest force on an atom is 4.033 eV/Å.

Atoms and positions in Å:
O: -0.4552 -0.3322 -4.2970
C: -0.5032 0.9393 -5.1768
C: -0.0539 0.2931 -6.4488
H: 0.2516 1.6440 -4.8025
H: -1.5337 1.3219 -5.1490
C: -0.1543 -0.9978 -5.6472
H: 0.9983 0.5464 -6.6482
H: -0.7256 0.3853 -7.3090
C: 1.1851 -1.6799 -5.6255
H: 1.9095 -0.9677 -5.2143
H: 1.5021 -1.9237 -6.6489
H: 1.1335 -2.6081 -5.0440
C: -1.3124 -1.8856 -6.0634
H: -2.2437 -1.3087 -6.1105
H: -1.4333 -2.7093 -5.3498
H: -1.1443 -2.3200 -7.0578
Cr: -0.6494 -0.6318 -2.3787
C: -2.3836 -1.2599 -0.0270
C: -2.1323 0.1219 -0.0821
C: -2.2968 0.5799 -1.4429
H: -2.0417 0.7668 0.7839
C: -2.8480 -0.5693 -2.1927
C: -2.7341 -1.7261 -1.3295
H: -3.0989 -2.7298 -1.5673
H: -2.4034 -1.8391 0.8890
H: -2.3457 1.6265 -1.7627
H: -3.4730 -0.4733 -3.0804
C: 0.6662 -2.2299 -0.1950
C: -0.0422 -3.0829 -1.0758
C: 0.3525 -2.7886 -2.4272
H: -0.7001 -3.8942 -0.7669
C: 1.3849 -1.7346 -2.3453
C: 1.5439 -1.4116 -0.9522
H: 2.3482 -0.7915 -0.5744
H: 0.6379 -2.2714 0.8874
H: 0.1276 -3.4066 -3.3027
H: 2.1230 -1.4731 -3.0940
O: 3.0732 2.5202 -4.3555
C: 2.5676 2.1327 -3.0548
C: 1.2615 2.8861 -2.7889
H: 3.3520 2.3257 -2.2997
H: 2.3732 1.0426 -3.1013
C: 1.2841 4.1109 -3.7099
H: 1.0265 3.1602 -1.7638
H: 0.4475 2.1902 -3.0524
C: 2.2778 3.6618 -4.7808
H: 1.6951 4.9487 -3.1317
H: 0.3174 4.4030 -4.1166
H: 2.9783 4.4450 -5.0681
H: 1.7484 3.3376 -5.6868
O: -0.0688 2.9090 0.1307
C: 0.3146 1.7301 0.3121
O: 0.5772 0.8702 -0.5997
C: 0.4739 1.3616 1.7717
C: 1.3710 0.3576 2.1831
C: 1.5153 0.0125 3.5290
C: 0.8366 0.7582 4.5155
C: -0.0565 1.7793 4.1279
C: -0.1918 2.1067 2.7826
N: 0.9894 0.4139 5.8849
O: 1.7548 -0.5284 6.1834
O: 0.3491 1.0495 6.7471
H: 1.9780 -0.1575 1.4334
H: 2.1334 -0.8346 3.8384
H: -0.6373 2.2872 4.8962
H: -0.8074 2.9681 2.5251

Atomic forces in eV per Å
O 0.227 1.598 -3.696
C -0.266 1.102 1.637
C -0.075 -0.130 0.687
H -0.711 -0.150 0.100
H 0.469 -0.004 0.089
C 0.262 -1.580 -0.703
H -0.567 -0.053 -0.341
H 0.317 -0.056 0.244
C 0.017 -0.399 0.352
H 0.032 -0.373 0.015
H -0.240 0.075 0.193
H 0.328 0.267 -0.062
C -0.120 -0.049 0.348
H 0.131 -0.120 0.092
H -0.055 0.149 -0.096
H 0.162 0.183 0.232
Cr 0.762 -1.556 2.564
C -0.177 0.839 -0.453
C -0.684 -0.765 -0.728
C -1.597 -0.988 -0.566
H 0.561 -0.103 -0.213
C 0.931 1.057 0.881
C -0.719 0.856 0.174
H 0.314 0.455 0.032
H 0.336 -0.077 -0.256
H 0.036 -0.507 0.230
H 0.578 -0.235 0.019
C 0.214 -0.501 -0.805
C 0.659 0.718 0.233
C 0.840 1.197 0.062
H 0.013 0.390 -0.183
C -0.682 -0.807 0.889
C -0.030 -1.346 -0.949
H -0.461 0.071 -0.084
H -0.245 0.176 -0.169
H 0.022 0.364 0.427
H -0.381 0.035 0.012
O -1.374 0.892 0.792
C 0.414 -0.462 0.240
C -0.813 -0.431 -0.234
H -0.349 -0.059 -0.241
H 0.203 0.447 0.259
C 1.181 -0.458 0.503
H 0.392 -0.177 0.099
H 0.089 0.422 0.133
C 0.419 -0.187 -1.083
H -0.154 -0.040 -0.271
H 0.017 -0.089 0.009
H -0.035 0.096 -0.063
H 0.000 0.149 -0.037
O 0.075 -0.942 -0.052
C -0.268 1.235 -1.011
O -0.239 0.389 0.793
C 0.664 -0.078 1.318
C -0.378 -0.002 0.034
C -0.058 0.373 0.451
C -0.568 0.088 -2.414
C 0.496 -0.376 0.241
C 0.181 -0.468 -0.233
N 0.268 -0.947 3.054
O -1.181 1.544 -0.646
O 0.957 -0.847 -1.563
H -0.438 0.096 0.265
H -0.079 0.494 -0.126
H 0.298 0.008 -0.213
H 0.079 -0.402 -0.212

---

2.
The following is a quantum chemistry calculation of a cluster of 5 separate species, C2H12O5 in total in a non-equilibrium geometry, from the OMol25 dataset.

The energy above the lowest of the compared OMol25 structures with the same formula, charge and spin comes out at 804.4 kJ/mol. The value obtained for the orbital gap is 0.1368 Ha. The value obtained for the highest occupied orbital energy is -0.3200 hartree. The calculation puts the total energy at -12497.84572 eV. The charge is 0. The largest force on an atom is 5.581 eV/Å.

Atoms and positions in Å:
O: -0.3103 0.9613 0.9445
C: 0.0510 0.5511 2.4123
C: 0.1093 -0.9483 2.4702
H: 1.0950 1.0549 2.3311
H: -0.8727 -1.3328 2.6294
H: 1.0860 -1.2683 2.5638
H: -0.8693 0.9811 2.8765
H: -1.2709 -0.4513 -1.1902
H: -0.8575 -1.9524 -1.1818
O: -1.6876 -1.3641 -1.0128
H: 1.7885 1.6007 -2.3586
H: -0.5465 0.1480 0.4965
O: 1.3263 0.9509 -1.8393
H: 0.2654 0.9610 -1.9694
H: -1.4923 1.9552 -1.7619
O: -1.1024 1.0533 -1.9152
H: 1.2501 -1.3326 0.8919
H: 1.4695 -0.4394 -0.7110
O: 1.5231 -1.2940 -0.1661

Atomic forces in eV per Å
O -0.085 -0.681 0.967
C 1.133 0.205 -2.521
C -1.706 5.313 0.120
H -1.963 -0.770 1.555
H -0.107 -1.437 -0.276
H 1.532 -1.827 0.315
H 1.311 -0.239 0.467
H -1.417 -0.735 -0.448
H -2.262 1.298 0.444
O 3.432 -0.627 0.070
H -0.052 0.155 -0.260
H -0.461 -0.404 -0.934
O -0.089 -1.158 0.746
H 0.582 0.927 -0.139
H 0.712 -1.428 -0.116
O -0.743 1.138 0.589
H 1.104 0.940 -4.760
H -0.050 -0.034 1.131
O -0.871 -0.634 3.047

---

3.
The following is a quantum chemistry calculation of a structure of composition C38H33BrFINO4P2SSn, from the OMol25 dataset.

The energy above the lowest of the compared OMol25 structures with the same formula, charge and spin comes out at 0.0 kJ/mol. The value obtained for the orbital gap is 0.2871 Ha. The value obtained for the highest occupied orbital energy is -0.3837 hartree. The calculation puts the total energy at -165723.27342 eV. The charge is +1. The largest force on an atom is 0.999 eV/Å.

Atoms and positions in Å:
Sn: 0.4289 -0.5330 -1.2221
C: -0.1661 3.5970 -0.7864
N: -1.1433 3.6132 0.2950
C: -2.2638 2.7224 0.1520
P: -2.3969 1.2474 1.2589
C: -2.7732 1.5342 2.9735
C: -1.7347 1.9175 3.8287
C: -1.9986 2.1254 5.1676
C: -3.2899 1.9492 5.6580
C: -4.3230 1.5771 4.8095
C: -4.0703 1.3695 3.4604
C: -3.5740 0.1151 0.5510
C: -4.1066 0.3351 -0.7223
C: -4.9050 -0.6315 -1.3100
C: -5.1648 -1.8199 -0.6394
C: -4.6488 -2.0375 0.6318
C: -3.8526 -1.0791 1.2287
C: -1.3110 4.7935 1.0795
C: -0.6064 5.9766 0.8263
C: -0.7798 7.0947 1.6301
C: -1.6673 7.0827 2.6942
C: -2.4063 5.9345 2.9221
C: -2.2363 4.8114 2.1256
P: 1.1074 2.2491 -0.7404
C: 1.8235 2.3517 -2.4115
C: 3.2076 2.2574 -2.5790
C: 3.7526 2.0671 -3.8418
C: 2.9243 1.9586 -4.9515
C: 1.5473 2.0523 -4.7968
C: 0.9962 2.2339 -3.5342
C: 2.3728 2.9344 0.3680
C: 2.7985 2.1469 1.4374
C: 3.7326 2.6402 2.3424
C: 4.2392 3.9200 2.1841
C: 3.8261 4.7066 1.1123
C: 2.8997 4.2161 0.2069
H: 0.3987 4.5119 -0.7641
H: -0.6620 3.5417 -1.7585
H: -2.2243 2.2546 -0.8341
H: -3.2121 3.2630 0.2531
H: -0.7297 2.0485 3.4433
H: -1.2006 2.4270 5.8334
H: -3.4892 2.1043 6.7115
H: -5.3259 1.4448 5.1957
H: -4.8778 1.0899 2.7959
H: -3.9091 1.2498 -1.2627
H: -5.3090 -0.4636 -2.2998
H: -5.7670 -2.5842 -1.1160
H: -4.8576 -2.9624 1.1542
H: -3.4264 -1.2660 2.2072
H: 0.0766 6.0639 -0.0042
H: -0.2201 7.9934 1.4013
H: -1.7890 7.9556 3.3228
H: -3.1281 5.9025 3.7297
H: -2.8425 3.9462 2.3357
H: 3.8630 2.3507 -1.7203
H: 4.8275 1.9999 -3.9585
H: 3.3497 1.7948 -5.9340
H: 0.8964 1.9779 -5.6601
H: -0.0819 2.2724 -3.4311
H: 2.3945 1.1508 1.5652
H: 4.0631 2.0217 3.1680
H: 4.9608 4.3109 2.8910
H: 4.2306 5.7031 0.9820
H: 2.6112 4.8289 -0.6423
O: -0.9182 -1.1582 2.9142
S: -0.3496 -0.8817 1.6399
O: 1.0742 -0.6837 1.5047
O: -0.8902 -1.6398 0.4953
O: -0.8836 0.6808 1.2214
F: -1.1650 0.4901 -1.8007
Br: -3.7218 -4.5345 -3.7930
C: -2.6150 -5.4128 -2.5423
C: -2.9760 -6.6846 -2.1180
C: -2.1974 -7.3545 -1.1862
C: -1.0587 -6.7579 -0.6660
C: -0.6873 -5.4910 -1.0867
C: -1.4639 -4.8379 -2.0263
I: -0.8309 -2.9336 -2.6475
H: -3.8694 -7.1390 -2.5235
H: -2.4870 -8.3472 -0.8658
H: -0.4533 -7.2750 0.0676
H: 0.2001 -5.0199 -0.6844

Atomic forces in eV per Å
Sn 0.624 0.380 0.271
C -0.460 -0.278 -0.017
N 0.271 0.099 0.362
C -0.045 0.042 0.068
P 0.747 -0.260 -0.024
C 0.051 -0.056 0.009
C 0.016 -0.046 -0.107
C -0.075 0.036 0.086
C 0.044 0.017 -0.009
C -0.008 0.021 -0.041
C 0.034 0.113 0.007
C 0.079 -0.042 -0.077
C -0.028 -0.006 0.052
C 0.004 -0.049 0.010
C 0.006 0.036 -0.062
C -0.025 -0.060 -0.013
C 0.051 0.142 0.068
C -0.080 0.007 -0.195
C 0.039 -0.062 0.070
C -0.009 -0.042 -0.035
C 0.002 0.023 0.012
C 0.001 -0.003 -0.005
C -0.015 0.002 -0.074
P 0.126 0.139 0.152
C 0.063 -0.189 -0.047
C 0.016 0.119 -0.034
C -0.037 0.003 -0.003
C -0.029 0.009 0.029
C 0.007 0.025 0.021
C 0.048 0.014 -0.030
C -0.045 -0.215 0.163
C -0.008 0.065 -0.002
C -0.001 0.002 -0.022
C -0.012 0.033 -0.033
C -0.011 0.006 -0.011
C 0.056 0.071 -0.049
H 0.113 0.174 -0.107
H -0.051 0.038 -0.042
H 0.033 0.044 -0.022
H -0.051 -0.061 -0.065
H -0.043 -0.018 0.025
H -0.018 -0.033 -0.016
H 0.007 -0.005 -0.051
H 0.050 0.006 -0.020
H 0.015 -0.056 0.003
H 0.011 -0.068 -0.024
H -0.001 -0.004 0.036
H 0.003 0.039 0.034
H 0.023 0.027 -0.022
H -0.003 0.019 -0.004
H 0.027 0.035 0.051
H 0.006 -0.046 0.013
H -0.011 -0.040 -0.043
H 0.024 -0.018 -0.034
H -0.011 -0.064 0.070
H -0.025 -0.062 -0.044
H -0.048 0.004 0.015
H -0.013 0.040 0.040
H 0.035 -0.011 0.051
H 0.020 -0.045 0.006
H 0.011 0.018 0.015
H -0.030 0.022 -0.031
H -0.020 -0.024 -0.031
H -0.011 -0.046 0.006
H -0.012 -0.029 0.055
O 0.047 -0.029 -0.207
S -0.025 0.090 0.012
O -0.396 -0.011 0.139
O 0.301 0.367 0.048
O -0.615 0.204 0.163
F -0.301 0.004 -0.018
Br 0.005 -0.023 0.016
C -0.011 -0.104 0.083
C -0.018 -0.037 0.011
C -0.044 -0.007 -0.019
C 0.028 -0.039 0.045
C 0.039 -0.184 0.114
C 0.025 0.510 -0.058
I -0.403 -0.685 -0.606
H 0.013 -0.025 0.014
H 0.002 0.038 -0.013
H -0.029 0.006 -0.033
H -0.046 -0.007 -0.048

---

4.
The following is a quantum chemistry calculation of a structure of composition C5H9InO3 in a non-equilibrium geometry, from the OMol25 dataset.

Its spin multiplicity is 2. The energy above the lowest of the compared OMol25 structures with the same formula, charge and spin comes out at 377.5 kJ/mol. The value obtained for the orbital gap (spin up / spin down) is 0.2934 / 0.3009 Ha. The value obtained for the highest occupied orbital energy (spin up / spin down) is -0.4655 / -0.4732 hartree. The calculation puts the total energy at -16635.00409 eV. The charge is +1. The largest force on an atom is 3.458 eV/Å.

Atoms and positions in Å:
O: -1.8045 1.5605 -0.6132
C: -2.7554 0.6770 -0.3791
C: -2.7358 -0.2966 0.5714
H: -3.6174 0.7186 -1.0670
H: -3.7032 -0.5390 1.0188
H: -1.9938 -0.5355 1.3367
O: 1.7710 2.0006 -0.1141
C: 2.4993 0.9301 0.3883
C: 1.9975 -0.3979 -0.1716
O: 0.5570 -0.3749 -0.0753
C: -0.1180 -1.5182 -0.3981
In: -0.0270 1.5392 -0.2999
H: 2.4428 0.8811 1.4962
H: 3.5748 0.9963 0.1326
H: 2.3836 -1.2569 0.3945
H: 2.2506 -0.5059 -1.2380
H: -1.0913 -1.4322 -0.8816
H: 0.3698 -2.4463 -0.1007

Atomic forces in eV per Å
O -2.156 1.393 -1.682
C -1.428 -2.731 1.570
C -1.127 1.634 0.596
H 0.415 0.465 0.502
H -0.058 -0.753 -1.063
H 0.533 0.566 -0.531
O 1.271 1.339 -0.235
C 1.053 -1.414 0.989
C 1.195 -0.352 -0.280
O 0.342 -1.349 0.382
C -0.227 -1.529 -0.388
In 0.723 1.670 0.282
H -0.015 0.174 -0.425
H -0.549 0.245 -0.025
H -0.154 0.275 -0.141
H -0.085 -0.025 0.310
H 0.520 0.079 0.300
H -0.253 0.313 -0.161

---

What is the charge in the second record? 0

---

Which of these has the highest total energy? C2H12O5

---

The highest total energy belongs to which entry? C2H12O5